102
Properties=species:S:1:pos:R:3:forces:R:3:mulliken_charge:R:1 method="wB97M-V/def2-TZVPD" de_lowest_kj_mol=0.0 charge=-1 orbital_gap_ev=7.482 lumo_ev=2.3 multiplicity=1
Ir 0.332468 -0.073221 -0.495069 -0.309 -0.287 0.114 3.1642
C 0.099091 3.255624 5.861383 -0.014 0.029 -0.005 -2.2077
C 1.536507 3.015227 5.399823 0.029 0.038 0.003 2.1896
C 2.275158 2.253862 6.511104 -0.011 -0.003 -0.008 -1.6647
C 2.207158 4.378867 5.187563 -0.029 0.034 -0.025 -1.6665
C 1.591962 2.197921 4.111920 0.099 -0.088 0.036 -0.3398
C 0.469772 1.663982 3.510839 -0.016 0.064 -0.165 -0.5834
C 0.607590 0.899747 2.361478 0.109 -0.005 0.311 0.7785
Se -0.847888 -0.008461 1.523688 -0.084 0.061 0.434 -0.1653
C -2.136870 1.190027 0.805191 -0.266 0.131 0.100 1.0683
C -3.011941 1.860049 1.655744 0.145 0.050 -0.045 -0.5177
C -4.094031 2.536474 1.142368 -0.089 -0.057 -0.060 -0.4366
C -4.273300 2.464066 -0.246578 0.001 0.053 0.025 -0.2702
C -3.449453 1.780119 -1.121685 -0.033 -0.057 0.030 -0.2419
C -2.311500 1.097730 -0.585910 0.030 -0.032 -0.136 -0.1701
O -1.499962 0.395100 -1.370478 0.052 0.024 -0.152 -2.0799
C -3.777306 1.729635 -2.618929 0.035 -0.077 0.071 2.5295
C -3.971461 0.269083 -3.056953 0.026 -0.001 0.000 -1.5622
C -2.634899 2.366227 -3.414515 -0.005 0.051 -0.016 -1.4237
C -5.061032 2.488006 -2.964738 -0.013 -0.013 0.007 -2.4162
C -5.121863 3.258847 2.009771 -0.009 0.013 -0.027 2.1337
C -6.473822 2.538248 1.893761 0.011 0.001 0.000 -1.6110
C -4.713818 3.273998 3.482907 0.011 0.017 0.012 -2.1922
C -5.281384 4.710593 1.540529 0.029 0.029 0.010 -1.6870
C 1.846411 0.554875 1.801095 0.056 -0.086 -0.084 0.5840
O 1.943348 -0.280048 0.763013 0.219 0.232 -0.190 -1.2794
C 2.999914 1.135356 2.384966 0.009 -0.088 0.068 -0.2353
C 2.828388 1.921679 3.512079 -0.022 0.052 0.034 -0.4370
C 4.375862 0.903375 1.756150 -0.073 -0.060 -0.032 2.3915
C 4.356408 1.423489 0.309717 0.014 0.014 -0.036 -1.3980
C 5.485635 1.637896 2.510167 -0.007 0.031 -0.011 -2.4251
C 4.718148 -0.595049 1.766950 -0.001 0.012 0.012 -1.6450
H 0.106089 3.824243 6.794289 -0.003 0.009 -0.015 0.4669
H -0.424856 2.316099 6.050163 0.005 0.005 0.006 0.3849
H -0.466969 3.826330 5.121674 0.007 -0.017 0.001 0.4091
H 2.256136 2.824882 7.444078 0.007 -0.002 -0.013 0.4544
H 3.317323 2.073555 6.242153 -0.004 0.008 0.003 0.3116
H 1.803850 1.284756 6.689471 0.006 0.008 0.000 0.3422
H 2.155809 4.973220 6.104386 0.003 -0.008 -0.003 0.4781
H 1.710059 4.929644 4.386745 0.007 -0.012 0.000 0.3448
H 3.258542 4.272039 4.916509 -0.007 0.001 0.001 0.3111
H -0.522178 1.867578 3.892435 0.006 -0.045 0.019 0.1359
H -2.813560 1.846312 2.719861 -0.009 -0.032 -0.005 0.1565
H -5.128557 2.979277 -0.661061 -0.017 -0.017 0.009 0.2909
H -3.064377 -0.310541 -2.899586 -0.008 0.005 0.006 0.1200
H -4.236895 0.231867 -4.117646 0.004 -0.006 0.015 0.4672
H -4.779002 -0.194508 -2.484737 -0.006 0.009 -0.019 0.3417
H -1.705925 1.855575 -3.193806 0.019 -0.055 -0.030 -0.1911
H -2.522335 3.420335 -3.148764 -0.004 -0.006 -0.010 0.3349
H -2.830415 2.294984 -4.488358 -0.001 0.010 0.011 0.5105
H -5.931456 2.070983 -2.452745 0.003 0.004 -0.007 0.4271
H -5.237641 2.404727 -4.039421 0.009 0.009 0.005 0.4688
H -4.987889 3.550117 -2.720181 -0.001 -0.008 -0.005 0.4065
H -6.385732 1.503664 2.232223 -0.004 0.009 -0.002 0.3258
H -6.827342 2.522561 0.861288 0.001 0.006 0.007 0.3177
H -7.229298 3.039600 2.505737 0.007 -0.001 -0.012 0.4599
H -4.621962 2.263046 3.885428 -0.007 0.007 0.000 0.3690
H -5.476259 3.794313 4.067328 0.014 0.008 -0.004 0.4647
H -3.763322 3.792274 3.628740 -0.006 -0.015 -0.007 0.3999
H -5.621770 4.763952 0.505383 0.002 -0.002 0.005 0.3057
H -4.330376 5.242403 1.608052 -0.006 -0.007 -0.003 0.3646
H -6.015274 5.231543 2.161808 0.003 -0.004 -0.005 0.4674
H 3.708113 2.367038 3.957114 0.001 -0.029 0.020 0.3602
H 4.102261 2.486003 0.286682 0.019 0.001 0.004 0.3024
H 3.618765 0.886594 -0.284899 0.018 0.012 0.006 0.0103
H 5.341773 1.290498 -0.147910 -0.004 0.009 0.008 0.5306
H 5.334128 2.719936 2.505628 -0.005 -0.011 0.004 0.3991
H 6.440479 1.431867 2.021300 -0.006 0.011 -0.002 0.4641
H 5.563947 1.300647 3.546592 0.004 0.002 -0.004 0.4233
H 3.992749 -1.165614 1.191875 0.001 0.007 0.005 0.1984
H 4.724083 -0.978029 2.791042 0.025 0.010 -0.009 0.3333
H 5.712739 -0.748895 1.337255 -0.012 -0.007 0.009 0.4706
O 1.353787 -4.791374 -3.670755 0.049 0.057 -0.103 -0.5890
C 1.763036 -3.749341 -4.369631 -0.058 -0.066 0.026 0.4188
O 2.231710 -3.859217 -5.476433 0.009 0.009 -0.009 -0.6211
C 1.628826 -2.406622 -3.726096 0.094 -0.084 0.070 0.0164
C 2.056031 -1.212692 -4.273482 -0.060 0.103 -0.091 0.0621
Cl 2.723290 -0.896212 -5.800629 -0.003 0.008 0.013 -0.1359
N 1.799083 -0.210753 -3.400968 0.081 -0.075 0.159 0.1628
N 1.211452 -0.715174 -2.293965 0.302 -0.032 -0.444 -0.4112
C 1.107942 -2.026639 -2.474521 -0.066 0.117 0.078 0.2139
C 0.482515 -2.806296 -1.352731 -0.005 0.244 0.160 0.9892
O 0.432356 -4.035772 -1.406657 -0.042 -0.040 -0.033 -0.8951
O 0.050197 -2.091297 -0.388620 -0.055 -0.393 -0.367 -0.5363
C 2.132167 1.179398 -3.509899 0.012 -0.081 0.014 -0.3445
C 1.146721 2.109769 -3.258496 -0.048 0.065 -0.178 0.9948
C 1.457370 3.459570 -3.320082 -0.030 0.016 -0.043 -0.3098
C 2.741971 3.858888 -3.650081 0.017 -0.026 0.006 -0.7389
C 3.724820 2.908609 -3.906474 -0.011 0.014 -0.020 -0.7892
C 3.428315 1.558614 -3.830538 0.028 0.009 0.146 -0.2795
H 0.989221 -4.539528 -2.763772 -0.018 0.010 0.041 0.4203
H 0.155337 1.775284 -2.998886 -0.003 0.002 0.045 -0.1691
H 0.691352 4.190034 -3.093861 0.032 -0.001 0.028 0.4596
H 2.985864 4.912530 -3.692353 -0.003 -0.009 0.005 0.4033
H 4.731424 3.218783 -4.154619 0.000 0.004 0.021 0.3865
H 4.195420 0.813949 -3.990813 -0.015 -0.015 -0.012 0.5226
B 0.521815 4.467738 0.480678 -0.079 -0.083 -0.009 0.9770
C 0.577495 2.981463 -0.055893 0.309 0.176 -0.266 -0.3961
N 0.654031 1.904114 -0.464412 -0.409 0.122 0.524 -0.2492
H -0.113983 4.412720 1.517218 0.011 0.050 -0.016 -0.2292
H 1.661749 4.840676 0.668971 -0.001 -0.032 -0.012 -0.2179
H -0.048679 5.139248 -0.358383 0.013 -0.013 0.005 -0.2380

=====

53
Properties=species:S:1:pos:R:3:forces:R:3:nbo_charge:R:1 method="wB97M-V/def2-TZVPD" de_lowest_kj_mol=103.3 charge=+1 orbital_gap_ev=5.158 lumo_ev=-5.9 multiplicity=1
W 0.352272 1.395595 -1.251707 0.250 -1.982 2.519 1.8314
O 4.667984 3.431753 2.685358 -0.072 -0.036 -0.061 -0.6099
C 3.785970 2.910072 1.833925 0.169 0.095 0.088 0.3918
C 4.137061 2.420427 0.567884 0.295 0.049 0.083 -0.2592
C 3.142892 1.898622 -0.208117 -0.228 -0.109 -0.114 0.1363
N 1.890279 1.840022 0.224976 -0.109 0.238 -0.279 -0.4596
C 1.534749 2.329967 1.400273 -0.130 -0.189 -0.052 0.1194
C 2.452579 2.870809 2.253414 0.042 0.135 0.301 -0.2336
C 0.065739 2.124591 1.640588 0.080 -0.134 -0.057 0.7637
O -0.501478 2.392652 2.650863 -0.092 -0.028 0.096 -0.4928
O -0.479886 1.516990 0.577492 -0.178 0.431 -0.529 -0.6993
C 3.269723 1.380587 -1.614784 -0.176 0.058 0.297 0.7766
O 4.250780 1.431907 -2.270752 0.124 -0.205 -0.192 -0.4641
O 2.071216 0.863471 -2.008764 -0.150 0.113 -0.218 -0.6968
H 5.561265 3.441207 2.320285 0.039 0.012 -0.020 0.5034
H 5.151836 2.454418 0.189220 -0.029 0.009 0.024 0.2637
H 2.154121 3.265098 3.216178 0.025 -0.032 -0.030 0.2761
S -1.800887 0.346257 -1.702753 0.359 -0.078 -0.003 0.0281
C -1.695069 -0.537241 -3.247342 0.058 0.062 -0.056 -0.1822
C -2.921736 -0.859265 -3.822388 -0.106 0.014 0.050 -0.2292
C -2.965034 -1.569425 -5.010031 -0.033 -0.024 -0.045 -0.1759
C -1.789202 -1.944376 -5.646785 0.039 0.011 -0.013 -0.2013
C -0.567412 -1.602470 -5.086412 -0.097 -0.006 -0.013 -0.2039
C -0.516399 -0.906376 -3.886396 -0.103 -0.055 -0.027 -0.1753
H -3.840775 -0.545474 -3.339704 0.036 -0.036 -0.035 0.2252
H -3.925079 -1.821045 -5.444596 0.055 0.016 0.021 0.2266
H -1.825256 -2.492661 -6.579882 -0.004 0.029 0.046 0.2278
H 0.356640 -1.874547 -5.580949 -0.033 0.002 0.024 0.2269
H 0.452392 -0.666494 -3.484531 0.197 0.083 0.183 0.2001
C 1.417291 -1.964164 2.798367 -0.265 -0.022 0.024 -0.4157
N 0.062549 -1.841841 2.254272 0.322 -0.118 0.271 -0.3206
C -0.285532 -1.412686 1.035892 0.079 0.085 -0.038 0.2923
Se 0.953013 -0.918565 -0.301369 0.471 -0.798 -0.170 0.1940
N -1.604971 -1.464737 0.928105 -0.441 0.113 -0.082 -0.5171
C -2.163416 -1.922801 2.115804 -0.060 0.022 -0.240 0.1758
C -3.477663 -2.155835 2.501364 -0.101 0.031 -0.059 -0.2245
C -3.663666 -2.641654 3.778543 0.029 -0.016 0.056 -0.1805
C -2.580161 -2.886943 4.641021 -0.040 0.010 -0.006 -0.1822
C -1.276340 -2.661281 4.249609 0.039 -0.039 0.120 -0.2105
C -1.097066 -2.175987 2.960876 0.318 0.065 0.000 0.0892
H 2.140672 -1.804067 2.008618 0.020 0.028 -0.065 0.2398
H 1.549198 -2.964316 3.205206 -0.023 -0.014 -0.013 0.2322
H 1.565530 -1.228899 3.587418 -0.037 0.018 0.012 0.2255
H -2.081466 -1.102566 0.102672 0.013 -0.032 -0.010 0.4611
H -4.310254 -1.969680 1.833795 0.063 0.000 0.058 0.2412
H -4.668334 -2.841228 4.127742 0.041 0.014 -0.009 0.2374
H -2.774735 -3.260157 5.637999 -0.003 0.005 -0.044 0.2365
H -0.443907 -2.848320 4.917048 -0.060 0.006 -0.054 0.2359
O 1.321731 3.336131 -1.673643 -0.016 0.304 -0.264 -0.9059
S 0.027173 3.467837 -2.437271 -0.340 0.938 -0.428 2.5095
O -0.913047 3.092893 -1.299351 -0.024 0.591 -0.332 -0.8561
O 0.059946 2.080085 -3.118624 -0.214 0.378 -0.718 -0.8609
O -0.225831 4.593707 -3.228664 -0.003 -0.011 0.004 -0.8102

=====

What DFT total energy values result from the calculations? In sequence: -140420.28289; -133773.41480 eV.
What HOMO energy values result from the calculations? In sequence: -5.1947; -11.0348 eV.